96
Properties=species:S:1:pos:R:3 method="wB97M-V/def2-TZVPD" gap_ev="5.712 / 5.785" e_above_lowest_kcal_mol=0.00 charge=0 e_homo_ev="-5.26 / -5.33" mol_weight_g_mol=825.18 s_squared=0.754 lumo_energy_ev="0.5 / 0.5" spin_multiplicity=2
Ti 9.84 11.38 9.98
O 9.23 7.11 5.38
C 9.61 8.06 6.28
C 10.82 8.03 6.87
C 11.02 8.99 7.99
N 10.03 9.96 8.32
C 8.94 9.95 7.46
C 8.66 9.08 6.49
C 7.83 10.88 7.92
O 6.84 11.09 7.24
O 8.05 11.40 9.08
C 12.17 8.95 8.67
O 13.27 8.82 9.11
O 11.63 11.28 10.51
H 9.91 6.38 5.26
H 11.50 7.17 6.80
H 7.70 9.15 6.02
C 10.39 14.86 10.96
N 8.93 14.74 10.90
C 8.14 15.92 11.01
C 7.51 15.79 12.46
N 7.46 14.37 12.68
C 7.53 13.98 14.08
C 8.37 13.79 11.75
N 8.57 12.52 11.60
C 7.79 11.63 12.42
C 7.51 10.33 11.73
N 8.84 9.77 11.40
C 8.92 8.59 10.81
N 7.98 7.73 10.22
C 6.63 8.07 9.78
C 8.68 6.68 9.52
C 10.10 6.64 10.15
N 10.16 7.93 10.79
C 11.05 8.07 11.90
H 10.79 15.28 10.06
H 10.83 13.88 10.99
H 10.72 15.48 11.83
H 7.31 15.95 10.28
H 8.79 16.79 10.86
H 6.51 16.29 12.55
H 8.22 16.26 13.18
H 7.17 12.97 14.22
H 6.84 14.64 14.68
H 8.56 14.04 14.49
H 6.82 12.08 12.57
H 8.31 11.44 13.35
H 6.88 10.42 10.84
H 7.00 9.68 12.42
H 6.60 9.08 9.33
H 5.80 8.08 10.52
H 6.30 7.40 9.01
H 8.81 6.95 8.49
H 8.11 5.76 9.55
H 10.85 6.46 9.32
H 10.19 5.85 10.88
H 11.95 7.49 11.75
H 10.63 7.71 12.89
H 11.43 9.13 12.00
C 16.24 9.01 11.96
Sb 14.79 9.81 13.26
C 15.85 11.54 14.04
C 15.38 8.57 14.90
H 17.27 9.04 12.43
H 16.35 9.57 11.04
H 16.03 7.98 11.66
H 16.87 11.36 14.40
H 15.25 11.90 14.88
H 15.74 12.32 13.29
H 16.37 8.22 14.87
H 14.70 7.68 14.94
H 15.29 9.21 15.80
C 12.61 12.03 7.37
N 11.32 12.32 6.78
C 11.16 11.94 5.39
C 10.30 12.99 4.71
C 8.95 13.03 5.47
N 9.17 13.21 6.89
C 8.24 14.03 7.63
C 10.29 12.86 7.49
O 10.47 13.10 8.74
H 12.87 10.98 7.04
H 12.52 12.08 8.46
H 13.41 12.78 7.06
H 10.69 10.94 5.27
H 12.18 11.99 4.95
H 10.11 12.65 3.67
H 10.77 14.03 4.72
H 8.44 12.07 5.33
H 8.29 13.82 5.14
H 8.55 15.02 7.42
H 8.30 13.78 8.70
H 7.23 13.95 7.25
F 13.91 11.44 10.49
B 12.76 11.91 10.89
F 12.80 12.95 11.73